(1)
Here is C92H228Cl3N7O7P4 as an isolated structure from the OMol25 dataset. Energies are from ωB97M-V/def2-TZVPD.

Element x y z (Å)
1 C -4.23 -33.21 -15.64
2 C -4.71 -32.19 -14.63
3 C -5.68 -32.79 -13.59
4 C -6.29 -31.71 -12.64
5 P -7.09 -32.33 -11.19
6 C -7.82 -30.96 -10.40
7 C -8.77 -31.38 -9.22
8 C -9.22 -30.27 -8.35
9 C -10.33 -30.66 -7.41
10 C -8.22 -33.66 -11.72
11 C -9.36 -33.24 -12.59
12 C -10.28 -34.40 -13.03
13 C -11.35 -33.98 -14.03
14 C -5.91 -33.16 -10.15
15 C -4.91 -32.15 -9.62
16 C -3.56 -32.74 -9.29
17 C -2.57 -31.63 -8.91
18 H -5.09 -33.74 -16.04
19 H -3.62 -33.97 -15.13
20 H -3.70 -32.85 -16.52
21 H -5.24 -31.38 -15.13
22 H -3.87 -31.68 -14.16
23 H -5.15 -33.53 -12.96
24 H -6.50 -33.33 -14.09
25 H -6.89 -30.97 -13.21
26 H -5.45 -31.09 -12.25
27 H -8.43 -30.50 -11.19
28 H -7.04 -30.22 -10.20
29 H -8.23 -32.20 -8.71
30 H -9.65 -31.85 -9.69
31 H -9.59 -29.49 -9.02
32 H -8.40 -29.83 -7.77
33 H -10.52 -29.77 -6.81
34 H -10.11 -31.49 -6.73
35 H -11.25 -30.86 -7.97
36 H -8.56 -34.22 -10.83
37 H -7.47 -34.34 -12.12
38 H -8.91 -32.77 -13.47
39 H -10.04 -32.50 -12.19
40 H -10.78 -34.89 -12.19
41 H -9.68 -35.17 -13.50
42 H -12.04 -34.82 -14.19
43 H -10.94 -33.59 -14.96
44 H -11.99 -33.19 -13.59
45 H -5.44 -33.96 -10.75
46 H -6.49 -33.71 -9.41
47 H -5.34 -31.82 -8.67
48 H -4.84 -31.28 -10.29
49 H -3.10 -33.26 -10.14
50 H -3.68 -33.49 -8.49
51 H -2.88 -31.07 -8.01
52 H -2.51 -30.91 -9.74
53 H -1.56 -32.06 -8.70
54 C -7.45 -33.02 -4.48
55 C -6.75 -33.88 -5.53
56 C -7.67 -34.90 -6.17
57 C -8.08 -35.98 -5.18
58 P -7.85 -37.61 -5.89
59 C -8.86 -37.68 -7.38
60 C -10.30 -37.21 -7.19
61 C -11.06 -37.30 -8.48
62 C -10.56 -36.30 -9.59
63 C -6.12 -37.93 -6.30
64 C -5.27 -37.74 -5.05
65 C -3.82 -38.25 -5.26
66 C -3.73 -39.75 -5.30
67 C -8.45 -38.85 -4.73
68 C -8.02 -40.24 -5.23
69 C -8.67 -41.36 -4.35
70 C -7.87 -41.75 -3.11
71 H -8.28 -32.47 -4.93
72 H -6.75 -32.30 -4.05
73 H -7.85 -33.63 -3.67
74 H -5.93 -34.43 -5.07
75 H -6.32 -33.25 -6.34
76 H -7.22 -35.34 -7.07
77 H -8.59 -34.40 -6.51
78 H -9.15 -35.88 -4.97
79 H -7.61 -35.79 -4.21
80 H -8.95 -38.72 -7.70
81 H -8.48 -37.18 -8.26
82 H -10.40 -36.17 -6.83
83 H -10.71 -37.88 -6.43
84 H -12.13 -37.10 -8.44
85 H -10.97 -38.32 -8.89
86 H -9.49 -36.48 -9.74
87 H -10.67 -35.28 -9.22
88 H -11.03 -36.44 -10.56
89 H -5.74 -37.25 -7.08
90 H -6.08 -38.94 -6.72
91 H -5.74 -38.27 -4.22
92 H -5.25 -36.68 -4.78
93 H -3.18 -37.81 -4.48
94 H -3.57 -37.73 -6.21
95 H -4.27 -40.17 -6.16
96 H -4.13 -40.17 -4.38
97 H -2.68 -40.05 -5.40
98 H -9.54 -38.84 -4.66
99 H -8.03 -38.75 -3.72
100 H -6.93 -40.39 -5.18
101 H -8.33 -40.40 -6.26
102 H -8.92 -42.25 -4.94
103 H -9.66 -40.97 -4.07
104 H -7.78 -40.91 -2.39
105 H -6.87 -42.11 -3.38
106 H -8.37 -42.60 -2.62
107 C -13.09 -33.44 -10.65
108 C -13.89 -34.67 -11.22
109 C -15.36 -34.28 -11.62
110 C -15.95 -35.23 -12.52
111 P -17.73 -34.95 -12.98
112 C -17.96 -33.22 -12.89
113 C -17.12 -32.30 -13.74
114 C -17.32 -30.87 -13.32
115 C -16.66 -30.64 -11.92
116 C -17.95 -35.60 -14.63
117 C -16.92 -35.25 -15.78
118 C -17.37 -35.83 -17.09
119 C -17.33 -37.34 -17.12
120 C -18.84 -35.86 -11.94
121 C -18.86 -35.49 -10.46
122 C -19.83 -36.43 -9.65
123 C -19.27 -37.86 -9.44
124 H -13.16 -32.65 -11.39
125 H -12.03 -33.62 -10.44
126 H -13.57 -33.04 -9.76
127 H -13.84 -35.45 -10.45
128 H -13.35 -35.04 -12.10
129 H -15.25 -33.26 -11.98
130 H -15.89 -34.21 -10.67
131 H -15.91 -36.29 -12.20
132 H -15.45 -35.20 -13.49
133 H -17.77 -32.96 -11.84
134 H -19.02 -32.94 -13.02
135 H -17.51 -32.30 -14.77
136 H -16.09 -32.68 -13.81
137 H -18.38 -30.58 -13.28
138 H -16.87 -30.17 -14.03
139 H -16.58 -29.56 -11.71
140 H -15.67 -31.10 -11.93
141 H -17.22 -31.09 -11.11
142 H -19.00 -35.36 -14.87
143 H -17.84 -36.69 -14.59
144 H -15.95 -35.72 -15.55
145 H -16.77 -34.16 -15.90
146 H -16.82 -35.46 -17.97
147 H -18.41 -35.49 -17.23
148 H -17.56 -37.71 -18.12
149 H -17.99 -37.88 -16.45
150 H -16.30 -37.67 -16.89
151 H -18.59 -36.93 -11.92
152 H -19.87 -35.84 -12.32
153 H -19.15 -34.44 -10.29
154 H -17.84 -35.59 -10.06
155 H -20.77 -36.51 -10.19
156 H -20.04 -35.98 -8.67
157 H -18.26 -37.79 -9.00
158 H -19.18 -38.44 -10.36
159 H -19.89 -38.45 -8.76
160 C -3.43 -23.63 -15.07
161 C -4.11 -24.82 -14.47
162 C -4.94 -24.27 -13.30
163 C -5.56 -25.29 -12.26
164 P -7.01 -26.21 -12.90
165 C -6.71 -27.14 -14.44
166 C -5.44 -27.95 -14.58
167 C -5.24 -28.42 -16.02
168 C -3.82 -28.91 -16.18
169 C -7.51 -27.47 -11.71
170 C -7.33 -27.07 -10.23
171 C -8.32 -26.06 -9.70
172 C -9.70 -26.64 -9.31
173 C -8.36 -25.04 -13.29
174 C -9.62 -25.61 -13.87
175 C -10.72 -24.58 -13.90
176 C -11.35 -24.56 -12.47
177 H -4.19 -22.91 -15.39
178 H -2.91 -23.92 -15.98
179 H -2.74 -23.12 -14.39
180 H -3.32 -25.50 -14.12
181 H -4.73 -25.35 -15.19
182 H -5.71 -23.66 -13.78
183 H -4.39 -23.59 -12.67
184 H -5.95 -24.70 -11.42
185 H -4.92 -26.09 -11.88
186 H -6.84 -26.44 -15.30
187 H -7.56 -27.83 -14.54
188 H -5.50 -28.86 -13.94
189 H -4.52 -27.47 -14.22
190 H -5.45 -27.56 -16.69
191 H -6.03 -29.18 -16.21
192 H -3.69 -29.71 -15.42
193 H -3.09 -28.14 -15.98
194 H -3.61 -29.34 -17.16
195 H -6.87 -28.35 -11.93
196 H -8.52 -27.81 -11.96
197 H -6.33 -26.64 -10.13
198 H -7.27 -27.99 -9.66
199 H -8.47 -25.21 -10.38
200 H -7.90 -25.65 -8.77
201 H -9.53 -27.51 -8.65
202 H -10.26 -27.00 -10.18
203 H -10.27 -25.87 -8.79
204 H -7.98 -24.21 -13.89
205 H -8.56 -24.60 -12.31
206 H -9.96 -26.47 -13.28
207 H -9.45 -25.97 -14.88
208 H -11.45 -24.84 -14.67
209 H -10.40 -23.54 -14.08
210 H -11.59 -25.57 -12.17
211 H -12.21 -23.90 -12.31
212 H -10.59 -24.25 -11.76
213 C -4.71 -36.74 -13.35
214 C -3.26 -36.40 -13.25
215 C -2.63 -36.96 -12.03
216 O -1.23 -36.77 -12.17
217 C -0.65 -35.87 -11.25
218 N -2.30 -37.04 -14.33
219 H -2.69 -37.94 -14.58
220 H -1.91 -36.47 -15.08
221 H -1.52 -37.41 -13.78
222 H -4.89 -37.76 -13.74
223 H -5.15 -36.00 -14.05
224 H -5.19 -36.70 -12.34
225 H -3.00 -35.34 -13.28
226 H -2.79 -38.04 -11.94
227 H -2.92 -36.46 -11.11
228 H 0.45 -35.85 -11.39
229 H -0.85 -36.16 -10.22
230 H -1.05 -34.85 -11.41
231 C -0.96 -27.98 -8.37
232 C 0.05 -26.88 -8.43
233 C -0.23 -25.71 -7.44
234 O 0.96 -24.92 -7.62
235 C 0.95 -23.78 -6.74
236 N 1.47 -27.26 -8.04
237 H 1.66 -27.78 -7.18
238 H 1.98 -27.72 -8.80
239 H 1.85 -26.29 -7.88
240 H -1.09 -28.33 -7.34
241 H -0.79 -28.85 -9.02
242 H -1.92 -27.55 -8.70
243 H 0.14 -26.45 -9.42
244 H -0.29 -26.00 -6.37
245 H -1.16 -25.22 -7.74
246 H 1.89 -23.26 -6.91
247 H 0.90 -24.15 -5.72
248 H 0.12 -23.13 -6.99
249 C 0.85 -34.91 -20.09
250 C 0.59 -33.69 -19.23
251 C -0.83 -33.68 -18.76
252 O -1.60 -33.32 -19.79
253 C -2.94 -33.60 -19.69
254 N 1.58 -33.68 -18.08
255 H 2.55 -33.61 -18.44
256 H 1.43 -32.82 -17.55
257 H 1.59 -34.53 -17.50
258 H 0.74 -35.85 -19.52
259 H 1.83 -34.89 -20.60
260 H 0.11 -34.92 -20.91
261 H 0.75 -32.75 -19.80
262 H -0.95 -32.98 -17.88
263 H -1.04 -34.73 -18.43
264 H -3.07 -34.67 -19.52
265 H -3.38 -33.34 -20.65
266 H -3.40 -33.03 -18.88
267 C -13.89 -33.71 -17.00
268 C -12.91 -34.84 -17.37
269 C -13.44 -36.20 -16.93
270 O -13.58 -36.21 -15.59
271 C -13.91 -37.47 -15.08
272 N -12.74 -34.91 -18.87
273 H -13.66 -35.01 -19.32
274 H -12.41 -34.01 -19.25
275 H -12.27 -35.76 -19.17
276 H -13.50 -32.71 -17.24
277 H -14.01 -33.76 -15.91
278 H -14.87 -33.78 -17.48
279 H -11.93 -34.63 -16.91
280 H -12.73 -37.02 -17.21
281 H -14.38 -36.41 -17.45
282 H -13.91 -37.40 -14.00
283 H -13.14 -38.19 -15.42
284 H -14.88 -37.80 -15.46
285 C -8.93 -32.73 -16.50
286 C -7.94 -31.72 -16.93
287 C -7.23 -32.13 -18.24
288 O -6.05 -31.35 -18.57
289 C -6.14 -30.70 -19.89
290 N -8.67 -30.40 -17.00
291 H -7.93 -29.74 -17.29
292 H -9.48 -30.38 -17.61
293 H -9.01 -30.15 -15.91
294 H -8.48 -33.64 -16.11
295 H -9.61 -32.98 -17.33
296 H -9.53 -32.32 -15.68
297 H -7.16 -31.44 -16.21
298 H -7.97 -32.06 -19.05
299 H -6.87 -33.16 -18.20
300 H -6.16 -31.41 -20.73
301 H -5.22 -30.12 -19.96
302 H -6.99 -30.00 -19.93
303 C -1.23 -31.13 -12.24
304 C -0.45 -30.39 -13.33
305 C -0.39 -28.95 -13.04
306 O 0.36 -28.42 -14.11
307 C 0.36 -27.01 -14.08
308 N 1.06 -30.72 -13.42
309 H 1.31 -31.62 -13.82
310 H 1.43 -29.87 -13.88
311 H 1.52 -30.70 -12.50
312 H -0.78 -31.21 -11.24
313 H -1.42 -32.13 -12.64
314 H -2.19 -30.59 -12.11
315 H -0.92 -30.47 -14.33
316 H 0.16 -28.69 -12.10
317 H -1.41 -28.52 -13.02
318 H 0.73 -26.57 -13.15
319 H -0.68 -26.66 -14.26
320 H 1.00 -26.69 -14.91
321 C -9.78 -38.39 -17.16
322 C -8.69 -37.41 -16.80
323 C -8.05 -37.61 -15.40
324 O -9.09 -37.39 -14.45
325 C -8.64 -37.64 -13.08
326 N -7.55 -37.60 -17.83
327 H -7.25 -38.56 -17.74
328 H -7.86 -37.64 -18.79
329 H -6.76 -36.98 -17.67
330 H -10.62 -38.17 -16.48
331 H -9.59 -39.47 -17.04
332 H -10.19 -38.18 -18.15
333 H -8.98 -36.37 -16.88
334 H -7.25 -36.83 -15.31
335 H -7.61 -38.60 -15.22
336 H -8.47 -38.69 -12.82
337 H -9.44 -37.26 -12.45
338 H -7.73 -37.07 -12.84
339 Cl -4.07 -28.82 -11.41
340 Cl -6.38 -36.58 -10.34
341 Cl -9.29 -29.91 -14.41

Net charge   +8
Frontier orbital gap   0.231 Ha
DFT total energy   -7294.9542 Ha
HOMO level   -20.2 eV

(2)
Here is one molecule with the formula C13H23N5O2S from the OMol25 dataset. Energies are from ωB97M-V/def2-TZVPD.

Element x y z (Å)
1 C 4.42 -2.82 5.91
2 C 3.47 -4.00 5.98
3 C 2.05 -3.61 5.55
4 C 1.97 -3.28 4.11
5 N 2.75 -3.74 3.20
6 N 2.48 -3.32 1.97
7 C 1.47 -2.51 1.93
8 N 1.00 -1.94 0.78
9 C -0.06 -1.10 0.75
10 O -0.70 -0.75 1.72
11 C -0.36 -0.63 -0.67
12 O 0.33 -0.99 -1.61
13 N -1.43 0.17 -0.73
14 C -1.87 0.83 -1.93
15 C -1.43 2.32 -1.93
16 N -1.63 3.06 -3.14
17 C -0.97 2.52 -4.32
18 C -0.47 3.63 -5.24
19 C -2.93 3.65 -3.35
20 C -4.10 2.70 -3.66
21 S 0.73 -2.18 3.48
22 H 5.42 -3.11 6.24
23 H 4.50 -2.46 4.88
24 H 4.08 -2.00 6.54
25 H 3.83 -4.80 5.33
26 H 3.43 -4.38 7.01
27 H 1.69 -2.76 6.14
28 H 1.37 -4.45 5.74
29 H 1.45 -2.15 -0.10
30 H -1.86 0.41 0.16
31 H -2.96 0.75 -2.00
32 H -1.41 0.31 -2.77
33 H -0.35 2.33 -1.71
34 H -1.94 2.84 -1.12
35 H -0.10 1.95 -3.97
36 H -1.61 1.83 -4.89
37 H -1.30 4.14 -5.73
38 H 0.09 4.36 -4.67
39 H 0.17 3.20 -6.01
40 H -3.18 4.23 -2.46
41 H -2.83 4.35 -4.18
42 H -4.40 2.14 -2.78
43 H -3.83 2.00 -4.45
44 H -4.96 3.28 -4.00

Frontier orbital gap   0.313 Ha
DFT total energy   -1331.6269 Ha
Energy above the lowest of the compared OMol25 structures with the same formula, charge and spin   1.609 eV
HOMO level   -8.4 eV

(3)
Here is C6H11Cl18InN as an isolated structure from the OMol25 dataset. Energies are from ωB97M-V/def2-TZVPD.

Element x y z (Å)
1 N 0.87 0.51 3.11
2 In -1.26 0.61 2.93
3 H 1.35 1.30 2.70
4 H 1.27 -0.36 2.79
5 H -1.90 1.87 4.04
6 H -1.85 0.94 1.29
7 H -1.95 -0.95 3.46
8 C -0.88 -0.35 -1.93
9 Cl 0.10 0.10 -3.35
10 Cl -0.03 -0.01 -0.44
11 Cl -2.43 0.51 -1.99
12 H -1.09 -1.41 -1.99
13 C 0.33 3.94 -2.55
14 Cl 0.66 3.60 -0.86
15 Cl -1.11 4.95 -2.73
16 Cl 1.72 4.71 -3.33
17 H 0.14 3.00 -3.05
18 C -3.63 -3.21 5.65
19 Cl -4.60 -1.84 5.13
20 Cl -3.93 -4.62 4.61
21 Cl -1.91 -2.82 5.67
22 H -3.92 -3.47 6.65
23 C 1.70 -4.05 -0.75
24 Cl 0.57 -5.32 -1.25
25 Cl 1.51 -2.62 -1.77
26 Cl 1.47 -3.64 0.94
27 H 2.70 -4.43 -0.88
28 C -1.33 0.36 -7.21
29 Cl -0.80 1.69 -6.19
30 Cl -0.59 -1.16 -6.72
31 Cl -3.09 0.23 -7.20
32 H -1.02 0.57 -8.22
33 C 4.67 2.23 2.64
34 Cl 3.56 2.74 1.37
35 Cl 5.18 3.60 3.63
36 Cl 3.95 0.97 3.63
37 H 5.55 1.82 2.16

Net charge   -1
Frontier orbital gap   0.224 Ha
DFT total energy   -8763.4795 Ha
HOMO level   -4.2 eV

(4)
Here is C4H8O2 as an isolated structure from the OMol25 dataset. Energies are from ωB97M-V/def2-TZVPD.

Element x y z (Å)
1 C 1.03 0.31 -2.11
2 O 0.94 0.44 -0.81
3 C 0.08 -0.24 -0.08
4 C 0.07 0.10 1.35
5 C -0.85 -0.57 2.27
6 O 0.53 -0.90 2.27
7 H 1.74 1.00 -2.56
8 H 0.82 -0.66 -2.56
9 H -0.88 0.63 -2.09
10 H -0.19 -1.24 -0.41
11 H -1.22 0.44 -1.39
12 H 0.40 1.11 1.58
13 H -1.52 -1.35 1.90
14 H -1.21 -0.04 3.15

Frontier orbital gap   0.306 Ha
DFT total energy   -307.4817 Ha
Energy above the lowest of the compared OMol25 structures with the same formula, charge and spin   6.277 eV
HOMO level   -7.8 eV

Summary of strongest force on any atom in eV/A
4.1; 1.8; 0.8; 0.3
(order as listed above)